This record from OMol25 describes a structure of composition C45H36BrNOsPS. The level of theory is wB97M-V/def2-TZVPD.

Computed properties:
Energy relative to the best compared isomer or geometry (same formula, charge and spin) (kJ/mol): 0.00
Kohn-Sham gap (eV): 6.4896
Net charge: +1
Molecular weight (g/mol): 923.97

Last column: Mulliken charge in e.
Cartesian coordinates (Å):
C (-1.0022, -2.9845, 2.7251)  1.17
C (-3.1846, 1.7140, 0.3801)  -0.65
C (-4.8188, 2.0651, -1.4036)  -0.85
C (2.5116, -0.2678, -2.0061)  -0.54
C (-4.1601, 2.5391, -0.2452)  1.12
H (-5.5618, 2.7017, -1.8710)  0.40
C (4.3093, -1.7968, -1.5493)  -0.69
C (0.3365, -2.4660, 2.5273)  0.23
H (3.1556, 3.8809, -0.1629)  0.56
C (2.0823, -2.3213, -0.8135)  -0.39
C (1.6248, -1.1192, -1.3551)  0.86
C (-4.4779, 3.8158, 0.2808)  -0.98
H (-5.0445, 0.4726, -2.8008)  0.49
H (4.5822, -1.6635, 3.5153)  0.43
C (-1.3604, -3.9669, 3.6406)  -0.69
C (-1.9528, -4.0217, -2.8589)  -0.98
C (2.1143, 0.3872, 1.3150)  1.16
H (-0.5983, -4.5347, 4.1622)  0.46
H (4.5360, 0.0343, -2.6428)  0.61
C (-1.9590, -2.2481, 2.0335)  -0.73
H (-2.0179, -4.6962, -3.7027)  0.43
H (-3.0048, -4.9359, 4.6214)  0.41
H (3.7784, -3.5809, -0.4755)  0.47
H (-4.0676, -1.9060, 1.7865)  0.51
C (-2.5922, 2.2748, 1.5251)  0.97
C (-0.3826, 0.7426, -2.2554)  0.92
H (2.5203, 2.3219, -0.6917)  0.22
Br (-1.2535, 1.2559, 2.4186)  -0.09
C (-3.6671, -3.4044, 3.2690)  -0.71
C (3.8897, -1.0999, 2.9035)  -1.26
H (5.2683, 0.4585, 2.5221)  0.48
H (1.3851, -2.9959, -0.3271)  0.41
C (-3.8607, 4.2925, 1.3996)  -0.71
H (-0.4187, -2.7873, -3.7269)  0.54
H (1.8689, 3.1103, 0.7625)  0.30
C (-2.8550, 0.4221, -0.1715)  0.20
H (-3.3167, -0.9129, -1.7717)  0.21
C (-0.5691, 0.5919, -3.6258)  -0.94
Os (-1.4220, -0.7411, 0.7362)  1.80
H (1.4041, 0.9338, 0.7138)  -0.16
H (-0.2937, 2.1324, -0.6125)  0.52
H (5.3564, -2.0615, -1.6248)  0.43
C (-2.7408, -4.2363, -1.7326)  -0.75
H (-4.7155, -3.5531, 3.4947)  0.46
C (-3.2999, -2.4597, 2.3160)  -0.09
C (2.7785, 2.9188, 0.1870)  -1.69
C (3.8520, -0.6159, -2.1129)  -0.64
H (5.4524, 3.0323, -0.1830)  0.47
C (-0.8147, 2.9754, -3.8487)  -0.78
C (-0.7861, 1.7109, -4.4186)  -0.76
C (-2.8903, 3.4980, 2.0423)  -0.85
H (3.2952, 3.2464, 2.8827)  0.37
C (4.1684, 3.1345, 2.2359)  -1.84
H (2.1560, 0.6542, -2.4485)  0.29
C (-1.0470, -2.1296, -1.7626)  0.32
C (-2.6816, -3.4102, -0.6165)  -0.25
C (-2.7049, -4.1815, 3.9067)  -0.83
C (4.2635, 0.0984, 2.3393)  -0.32
C (-3.5437, 0.0393, -1.3137)  0.49
H (-3.4187, -5.0818, -1.7205)  0.45
H (-0.9368, 1.5907, -5.4837)  0.44
H (4.4692, 4.1260, 1.8908)  0.46
C (-4.5294, 0.8338, -1.9198)  -1.30
H (-3.3098, -3.6466, 0.2283)  0.48
C (-0.4130, 2.0137, -1.6841)  0.48
H (-0.5583, -0.3927, -4.0759)  0.28
H (-0.9911, 3.8438, -4.4705)  0.41
C (-1.0741, -2.9533, -2.8796)  -0.58
H (5.9248, 1.6072, 0.7409)  0.34
C (1.7143, -0.8259, 1.8801)  -1.84
C (3.8475, 2.2331, 1.0346)  1.81
H (4.9027, 1.4260, -0.6883)  0.09
C (3.4236, -2.6507, -0.9010)  -0.77
H (-0.6501, 4.1148, -2.0338)  0.52
N (0.4439, -1.3958, 1.7856)  0.69
C (-0.6245, 3.1289, -2.4803)  -1.14
C (-1.8264, -2.3040, -0.6122)  -1.33
C (5.1086, 2.0598, 0.1759)  -1.43
S (1.7806, -2.9388, 3.3432)  -0.45
H (4.9838, 2.7278, 2.8362)  0.38
H (-2.3924, 3.8538, 2.9347)  0.47
C (3.3848, 0.8735, 1.5548)  -0.29
C (2.5893, -1.5508, 2.6837)  1.25
H (-4.1052, 5.2663, 1.8012)  0.42
H (-5.2293, 4.4089, -0.2267)  0.43
P (-0.1372, -0.7246, -1.2244)  1.21